Record 1
56
Properties=species:S:1:pos:R:3:mulliken_charge:R:1 method="wB97M-V/def2-TZVPD" e_lumo_ev=0.09 de_lowest_kcal_mol=248.2 homo_lumo_gap_ev=7.903 energy_ha=-1240.275542
O 0.49502 1.66848 3.33441 -0.738
C -0.14556 2.21324 2.31557 -0.056
N -1.36027 2.86612 2.41752 -0.100
C -2.07171 3.38233 1.56074 0.581
O -2.94291 4.08088 1.87783 -0.640
N -1.60441 3.12479 0.36321 0.194
C -0.47105 2.41042 0.09882 1.315
C 0.41693 1.99236 0.84820 -0.012
C 1.61086 1.30072 0.58746 -0.478
N 1.99810 1.17546 -0.52810 0.101
C 3.10780 0.14718 -0.95452 -0.911
H 3.58613 0.43047 -1.97253 0.356
H 4.07262 0.74138 -0.07901 0.250
C 2.74926 -1.24598 -0.71284 -0.636
N 2.48432 -1.38244 0.61417 0.641
C 3.46819 -1.81950 1.73964 -0.519
C 3.95447 -3.10225 1.69645 -1.111
N 2.85604 -4.16966 1.81591 -0.415
H 2.40882 -4.01871 2.52852 0.256
C 1.72324 -3.95529 0.82003 -0.532
C 1.39885 -2.37932 0.80769 -0.789
H 0.50298 -2.40143 0.16306 -0.050
H 0.81013 -2.30723 1.80619 0.347
H 0.88460 -4.68843 1.05417 0.354
H 2.24771 -4.03845 -0.51854 0.218
H 4.63542 -3.33743 2.28042 0.685
H 4.46290 -3.27862 0.70151 0.287
H 4.23974 -1.10615 1.28384 0.397
H 3.10342 -1.60997 2.74077 0.334
H 1.95105 -1.42873 -1.27879 0.643
H 3.67974 -1.80583 -1.08844 0.158
H 2.21213 0.99634 1.43921 0.415
O -0.24643 2.36783 -1.32846 -0.984
H 1.46556 1.50945 -1.22078 0.232
C -2.52404 3.58498 -0.72510 -0.980
H -3.11086 4.43649 -0.61623 0.527
H -1.91825 3.76363 -1.82413 0.256
C -3.86749 2.41235 -0.78793 -1.430
C -3.15831 1.13168 -1.19903 0.570
C -2.95406 0.15135 -0.18062 -0.212
C -2.39320 -0.96968 -0.14074 -0.971
C -1.59576 -1.36062 -1.49512 -0.433
C -2.36950 -0.69946 -2.68790 -1.369
C -2.65523 0.87857 -2.45791 -0.456
H -3.41907 1.08608 -3.36135 0.311
H -1.91109 1.56799 -2.80355 0.415
H -3.41651 -1.11013 -2.62279 0.320
H -2.02995 -0.67051 -3.60621 0.602
H -1.21313 -2.12984 -1.92633 0.790
H -0.60242 -0.62675 -1.59399 -0.082
H -1.59481 -1.11636 0.47331 0.375
H -3.03838 -1.76093 -0.28762 0.355
H -3.35563 0.75945 0.69518 0.270
H -4.39045 2.60977 0.07082 0.570
H -4.45119 2.92759 -1.68307 0.365
H -1.71437 2.80233 3.54695 0.410

---

Record 2
45
Properties=species:S:1:pos:R:3:mulliken_charge:R:1 method="wB97M-V/def2-TZVPD" charge=-2 e_lumo_ev=4.10 de_lowest_kcal_mol=53.1 homo_lumo_gap_ev=5.825 energy_ha=-8179.291541
Pd -0.17242 0.67632 -0.10550 0.333
F -3.54950 0.81061 -3.78404 -0.241
C -2.84281 -0.20121 -3.24916 0.451
F -3.73998 -1.09489 -2.78313 -0.271
F -2.18374 -0.79429 -4.25452 -0.248
S -1.70860 0.42881 -1.91218 0.751
O -2.76261 0.94395 -1.04106 -0.787
O -0.87064 1.28698 -2.71852 -0.651
N -1.20830 -1.05598 -1.55869 -0.300
S 0.25132 -1.48572 -1.05404 1.024
O 1.44502 -0.87987 -1.62278 -0.598
O 0.29961 -2.15571 0.23912 -0.660
C 0.22857 -3.03243 -2.09542 0.375
F -0.82002 -3.83166 -1.81477 -0.248
F 0.17673 -2.76338 -3.40943 -0.255
F 1.33790 -3.76538 -1.88817 -0.242
C -3.07289 -1.65216 0.65531 -1.031
N -2.09834 -1.08968 1.57160 0.171
C -2.24491 0.07370 2.23014 -0.028
S -1.46093 0.32184 3.71834 -0.428
N -3.08944 0.93968 1.64286 0.076
C -3.44704 2.23357 2.18491 -1.207
H -2.96403 -2.73570 0.67015 0.357
H -2.94107 -1.31441 -0.37341 0.386
H -4.07664 -1.38644 0.99201 0.356
H -1.27539 -1.63130 1.77940 0.317
H -3.15587 0.84513 0.63303 0.430
H -2.86830 2.41415 3.08651 0.384
H -4.51392 2.26811 2.42648 0.321
H -3.21923 3.00856 1.45423 0.276
Br 4.23317 -0.17020 4.08988 -0.256
C 4.44981 0.19680 2.23071 0.217
C 5.75168 0.20146 1.74861 -0.464
C 5.97910 0.44137 0.40238 -0.401
C 4.90690 0.68290 -0.44343 -0.873
C 3.61054 0.69673 0.04960 0.110
C 3.36217 0.44564 1.39594 0.006
I 1.38003 0.46965 2.10843 0.393
H 6.57257 0.02287 2.43031 0.353
H 6.99416 0.44690 0.02103 0.326
H 5.06786 0.87727 -1.49645 0.383
H 2.78636 0.91604 -0.61661 0.156
Se -0.81023 3.43580 0.38237 -0.317
C 0.64553 3.05212 -0.64920 0.296
N 1.61784 2.90341 -1.27286 -0.741

---

Record 3
90
Properties=species:S:1:pos:R:3:mulliken_charge:R:1 method="wB97M-V/def2-TZVPD" charge=+1 e_lumo_ev=-5.40 de_lowest_kcal_mol=0.0 homo_lumo_gap_ev=5.331 energy_ha=-2236.713681
C -4.19060 0.01860 0.19872 -1.368
C -3.27655 -0.99609 -0.40878 0.668
C -2.64852 -1.95086 0.39404 -0.785
C -1.77457 -2.90315 -0.13818 1.536
C -1.24367 -3.94647 0.80578 -1.800
C -1.45699 -2.84422 -1.50754 0.572
C -0.45475 -3.77876 -2.15729 0.098
C -1.12864 -5.09105 -2.57286 -1.537
C 0.83842 -4.02805 -1.33920 -1.646
C 1.40759 -2.77517 -0.79202 0.716
C 2.78270 -2.46813 -0.86454 0.387
C 3.22955 -1.17322 -1.32340 1.247
C 2.28720 -0.20793 -1.99020 -1.634
C 4.57437 -0.84824 -1.23154 -1.072
C 5.51971 -1.76050 -0.74037 0.586
C 6.95211 -1.35613 -0.63170 -1.511
C 5.10421 -3.05092 -0.39764 -1.255
C 3.77721 -3.43620 -0.47617 1.266
C 3.42444 -4.84105 -0.10496 -1.586
C -2.15526 -1.94835 -2.34034 0.438
C -2.00469 -1.97754 -3.84060 -1.775
C -3.00252 -0.99702 -1.77738 -0.886
H -5.04845 0.22427 -0.45244 0.496
H -4.55812 -0.32589 1.17587 0.369
H -3.65700 0.96689 0.35486 -0.025
H -2.86880 -1.97863 1.46472 0.246
H -1.27680 -4.96658 0.39077 0.234
H -0.21873 -3.71838 1.13051 0.211
H -1.85835 -3.96843 1.71842 0.513
H -0.11163 -3.30256 -3.08389 0.569
H -2.02961 -4.88676 -3.15926 0.368
H -0.45710 -5.70855 -3.18438 0.410
H -1.41969 -5.66952 -1.68548 0.301
H 0.63662 -4.75715 -0.53253 0.555
H 1.56534 -4.50819 -2.02252 0.726
H 0.66333 -2.01670 -0.56992 0.577
H 2.79917 0.75156 -2.14996 0.451
H 1.97149 -0.58404 -2.97492 0.368
H 1.36733 0.00101 -1.42281 0.196
H 4.91052 0.13300 -1.57861 0.443
H 7.55203 -2.17136 -0.21573 0.392
H 7.35233 -1.09085 -1.61903 0.354
H 7.06991 -0.47523 0.01360 0.350
H 5.84707 -3.78935 -0.08162 0.340
H 4.33635 -5.37017 0.19898 0.480
H 2.71003 -4.89478 0.72834 0.315
H 3.00895 -5.40315 -0.94998 0.316
H -2.70191 -1.25037 -4.27564 0.453
H -0.99510 -1.69589 -4.17691 0.320
H -2.23129 -2.96443 -4.27299 0.261
H -3.45895 -0.24720 -2.42931 0.415
O -1.83269 2.24377 0.36897 -0.727
C -1.64878 2.55485 1.56105 0.553
N -1.09627 1.68204 2.45798 -0.067
C -0.62415 0.34563 2.05859 -0.651
C 0.90184 0.27879 2.01409 0.371
C 1.53221 0.32606 3.42043 -0.851
C 2.83760 -0.46151 3.29715 -0.864
C 2.70836 -1.27507 2.00577 0.162
N 1.42446 -0.93053 1.37783 0.499
N -1.96278 3.80008 2.11426 -0.078
C -2.40620 4.92172 1.40503 0.715
C -2.58523 6.14633 2.08613 -0.902
C -2.95024 7.28639 1.37664 0.061
C -3.06766 8.62523 2.06636 0.895
F -4.14355 9.33906 1.60307 -0.258
F -3.20929 8.50565 3.41647 -0.268
F -1.95205 9.39617 1.83851 -0.244
C -3.18259 7.24339 0.00433 -1.197
C -3.04509 6.02446 -0.65796 -0.160
C -3.31655 5.98684 -2.14187 0.763
F -3.25162 4.72125 -2.65457 -0.258
F -4.56277 6.47640 -2.43410 -0.255
F -2.40864 6.74899 -2.83235 -0.254
C -2.65672 4.87812 0.02516 -0.680
H -1.06687 1.93863 3.44358 0.286
H -1.00213 -0.38378 2.79908 0.361
H -1.04738 0.09751 1.08301 -0.327
H 1.23645 1.16493 1.42783 0.227
H 1.68260 1.36307 3.74184 0.328
H 0.86284 -0.17169 4.13838 0.360
H 3.69388 0.21572 3.20927 0.325
H 2.99529 -1.11249 4.15912 0.342
H 3.53036 -1.05788 1.30728 -0.342
H 2.76514 -2.35584 2.20248 0.258
H 1.56664 -0.72754 0.39361 -1.000
H -1.75905 3.90796 3.10255 0.208
H -2.42299 6.20552 3.16061 0.461
H -3.47053 8.13585 -0.53938 0.473
H -2.52557 3.94380 -0.50815 1.069

---

Record 4
15
Properties=species:S:1:pos:R:3:mulliken_charge:R:1 method="wB97M-V/def2-TZVPD" e_lumo_ev=0.36 de_lowest_kcal_mol=125.3 homo_lumo_gap_ev=9.625 smiles="C=C=N.C#C.C" energy_ha=-250.467231
C -0.23438 -1.83043 -0.38693 -0.977
C -1.16686 -1.29047 0.42388 0.507
N -2.12216 -1.11806 1.15733 -0.490
H 0.50654 -2.47750 0.06026 0.327
H -0.52329 -2.05645 -1.40316 0.330
H -2.74148 -1.87738 1.41364 0.291
C 1.58608 0.38282 -1.01255 -0.397
C 2.47101 1.09309 -1.40812 0.149
H 0.83365 -0.58288 -0.75585 -0.304
H 3.25167 1.69106 -1.78723 0.399
C -0.34776 1.65013 0.73328 -0.820
H -0.74457 0.55882 0.66935 -0.025
H 0.64487 1.64456 1.16190 0.332
H -0.34181 2.08652 -0.25400 0.335
H -1.07151 2.12617 1.38820 0.344